a.
18
Properties=species:S:1:pos:R:3:mulliken_charge:R:1 method="wB97M-V/def2-TZVPD" charge=-1
C -0.03225 -0.88250 0.00813 -1.16
C 1.21606 -1.55050 0.54789 -0.70
S 2.08108 -2.44813 -0.80363 -0.60
C -0.65641 0.15844 0.95522 0.67
N -1.75540 0.98996 0.51015 -0.16
C -1.91803 1.01112 -0.95123 -0.85
O -0.46621 0.18225 2.16450 -0.63
H 0.24780 -0.58173 -1.04825 0.40
H -0.79090 -1.65397 -0.22439 0.52
H 1.88232 -0.74448 0.95086 0.17
H 0.93002 -2.21882 1.43146 0.26
H -2.49700 1.45428 1.06445 0.25
H -1.72410 2.09093 -1.41296 0.19
H -2.93745 0.82938 -1.08445 0.38
H -1.33956 0.30052 -1.50771 0.31
H 1.85298 0.76054 -0.19090 0.35
H 3.36357 0.88401 0.00599 0.36
O 2.54345 1.41870 -0.41513 -0.73

b.
18
Properties=species:S:1:pos:R:3:mulliken_charge:R:1 method="wB97M-V/def2-TZVPD" charge=-1
O -0.33754 1.45641 -1.62907 -0.73
C -0.22127 0.28234 -1.24401 0.64
N 0.92418 -0.11793 -0.63762 -0.20
C 0.76622 -1.08669 0.53078 -1.00
C -0.29300 -0.79539 1.62135 -0.22
S -0.79263 -2.32027 2.44176 -0.67
C -1.44265 -0.58147 -1.45587 -1.16
H 1.59388 0.62704 -0.51820 0.39
H 0.46721 -2.01721 0.02420 0.32
H 1.79161 -1.22502 0.88190 0.44
H 0.10259 -0.00614 2.26657 0.27
H -1.21091 -0.63118 1.05691 -0.06
H -1.29946 -1.64959 -1.37736 0.34
H -1.74073 -0.33113 -2.47591 0.35
H -2.25531 -0.30388 -0.78588 0.30
H 1.83200 3.49022 0.66681 0.28
H 0.74138 2.58266 -0.04949 0.34
O 1.37442 2.62724 0.68312 -0.63

Energy relative to the most stable one, in kcal/mol: a 24.3; b 0.0

a.
20
Properties=species:S:1:pos:R:3:mulliken_charge:R:1 method="wB97M-V/def2-TZVPD" charge=+1
C -2.13872 0.38082 -0.47596 -1.29
C -0.84346 -0.38352 -0.73037 -0.14
N 0.35927 0.29609 -0.16308 -0.15
H -2.36169 0.48100 0.58439 0.36
H -2.02615 1.40476 -0.85281 0.38
H -2.94089 -0.03464 -1.07702 0.37
H -0.96370 -1.33276 -0.22767 0.21
H -0.75106 -0.57244 -1.79355 0.28
H 1.09227 0.40587 -0.86488 0.26
H 0.64405 -0.13400 0.71998 0.36
H 0.03108 1.18576 0.21502 0.34
H 2.22748 -2.81259 2.14878 0.32
H 0.73078 -3.04783 2.05770 0.33
O 1.45097 -2.57317 1.63009 -0.63
H 0.96162 0.47394 -3.41645 0.34
H 0.97279 2.02449 -3.31594 0.33
O 1.19644 1.21329 -2.84420 -0.65
H 1.19355 0.34621 2.98410 0.32
H 0.34725 1.64226 3.00393 0.32
O 0.81811 1.03647 2.41793 -0.65

b.
20
Properties=species:S:1:pos:R:3:mulliken_charge:R:1 method="wB97M-V/def2-TZVPD" charge=+1
C -1.61474 -1.20162 1.48334 -1.04
C -1.31434 0.17764 0.95584 -0.37
N -0.14533 0.04799 -0.05081 -0.16
H -1.51889 -1.85705 0.60963 0.28
H -0.92987 -1.60215 2.23932 0.33
H -2.53782 -1.29039 2.05584 0.35
H -2.23329 0.60695 0.48450 0.33
H -0.95530 0.83743 1.73200 0.36
H 0.04516 1.01038 -0.40830 0.30
H -0.41291 -0.62441 -0.77171 0.33
H 0.65965 -0.19514 0.52746 0.38
H 0.18034 3.44373 -0.68503 0.29
H 1.48093 2.82048 -1.12272 0.30
O 0.62479 2.59102 -0.73437 -0.63
H 3.78603 -0.12236 0.09495 0.34
H 2.85588 1.11120 0.51590 0.31
O 3.17607 0.24274 0.74473 -0.65
H -0.96080 -2.38153 -2.86658 0.32
H 0.36922 -1.92571 -2.48205 0.32
O -0.55481 -1.68921 -2.32191 -0.69

Energy relative to the most stable one, in kcal/mol: a 0.0; b 2.2

a.
17
Properties=species:S:1:pos:R:3:mulliken_charge:R:1 method="wB97M-V/def2-TZVPD" charge=-2
C 0.17725 3.37249 1.91015 -0.81
C -0.44726 1.89021 2.04981 0.50
O 0.00898 1.02482 1.30837 -0.63
O -1.23045 1.80829 3.05498 -0.75
H -0.23228 3.78479 0.98388 0.19
H 1.26330 3.31520 1.94619 0.24
H -0.10595 3.94932 2.79249 0.25
C -0.05667 -1.53595 -0.96947 -0.08
C 0.85049 -1.51703 -2.18005 -1.09
C -0.92263 -2.83806 -0.85462 0.41
O -0.28868 -3.90384 -1.06965 -0.75
O -2.09628 -2.70848 -0.44695 -0.74
H 0.52440 -1.42011 -0.04897 0.16
H -0.69962 -0.65790 -0.90078 0.25
H 1.23026 -0.49552 -2.33183 0.34
H 0.36290 -1.81715 -3.11770 0.27
H 1.66224 -2.25108 -2.12585 0.25

b.
17
Properties=species:S:1:pos:R:3:mulliken_charge:R:1 method="wB97M-V/def2-TZVPD" charge=-2
C 0.10748 -2.48514 -0.44536 -0.77
C 0.69646 -1.76690 -1.70959 0.45
O 1.33734 -0.83212 -1.31271 -0.56
O 0.76199 -2.37330 -2.81427 -0.79
H 0.50536 -1.93083 0.45794 0.22
H 0.57748 -3.51655 -0.40086 0.31
H -0.98324 -2.39957 -0.42510 0.17
C 0.13431 1.32497 1.12473 0.07
C 0.02866 1.70620 -0.37178 -1.20
C -1.25103 1.44966 1.71637 0.44
O -1.56594 2.53187 2.26716 -0.77
O -1.96952 0.43218 1.60523 -0.71
H 0.52720 0.27340 1.08722 -0.06
H 0.98633 1.98927 1.47780 0.30
H -0.25772 2.84119 -0.36769 0.32
H -0.59028 1.05347 -0.97895 0.25
H 0.95512 1.70220 -0.91014 0.35

Energy relative to the most stable one, in kcal/mol: a 0.0; b 14.7

a.
Formula: C5H12N2O2
Source: OMol25
Level of theory: ωB97M-V/def2-TZVPD

The geometry in XYZ format:
```
21
Properties=species:S:1:pos:R:3:mulliken_charge:R:1
C -1.86443 0.95680 -1.35819 -1.55
C -1.27571 0.41037 -0.06034 1.22
O 0.04404 1.57830 0.33338 -0.72
O -2.03881 0.22317 0.91442 -0.77
H 0.19239 2.13496 -0.44285 0.29
H -2.35676 1.90605 -1.14108 0.36
H -2.60910 0.24904 -1.72984 0.36
H -1.11218 1.10912 -2.13714 0.38
C 1.39306 -0.22277 1.69340 -1.53
C 1.08471 -0.09481 0.23745 1.03
N 2.11861 0.12824 -0.59239 -0.39
N -0.53275 -1.95728 0.43939 -0.75
C -0.16796 -0.74223 -0.28900 -0.63
H 2.97606 0.50836 -0.21174 0.23
H 2.08401 -0.23003 -1.53700 0.23
H -1.11129 -1.66115 1.23160 0.36
H -1.14676 -2.52164 -0.13968 0.28
H -0.04914 -0.96872 -1.35258 0.46
H 2.19007 0.45840 1.99837 0.49
H 0.47730 -0.01237 2.25026 0.34
H 1.70462 -1.25180 1.89356 0.33
```

b.
21
Properties=species:S:1:pos:R:3:mulliken_charge:R:1 method="wB97M-V/def2-TZVPD" smiles="CC(=O)N(C)O.C=CN"
C 1.23231 1.02022 1.81305 -1.16
C 0.37470 1.18827 0.58291 0.59
O 0.56037 2.07869 -0.24412 -0.61
N -0.85995 0.41220 0.64114 0.43
C -1.95242 0.57580 -0.29159 -1.01
O -1.14778 -0.41939 1.74069 -0.48
H 1.54686 -0.02164 1.91208 0.29
H 0.67936 1.30615 2.71047 0.36
H 2.12747 1.64137 1.71959 0.32
H -1.63390 1.19202 -1.13516 0.32
H -2.26616 -0.41921 -0.62007 0.33
H -2.80244 1.04378 0.21051 0.30
H -1.61134 0.17453 2.35756 0.34
C -0.02735 -2.13278 -1.70127 -0.95
C 0.83875 -1.37603 -1.01110 0.16
N 1.42406 -0.17133 -1.49344 -0.48
H -0.61095 -1.72808 -2.52010 0.27
H -0.25545 -3.13914 -1.36873 0.25
H 1.41520 -1.81552 -0.19992 0.22
H 2.12635 0.29333 -0.91777 0.27
H 0.84230 0.29677 -2.18473 0.23

Energy relative to the most stable one, in kcal/mol: a 0.0; b 25.6

a.
21
Properties=species:S:1:pos:R:3:mulliken_charge:R:1 method="wB97M-V/def2-TZVPD"
C 1.70025 1.64090 -0.47953 -0.75
N 1.35293 0.42536 0.06298 -0.14
N 2.31625 -0.33425 0.20571 0.68
O 3.52983 -0.17334 0.00478 -0.64
O 2.00043 -1.50811 0.92348 -0.53
H 1.90650 1.49630 -1.63267 0.29
H 0.77089 2.26601 -0.31963 0.24
H 2.48625 2.26903 0.01151 0.31
H 0.94724 -1.55003 1.02777 0.48
C -1.04104 -1.70054 0.75685 -1.63
C -1.40379 -0.60667 0.14457 1.45
C -1.35163 -0.46263 -1.35163 -1.11
C -1.75424 0.66790 0.84595 -1.17
H -0.66848 -2.68988 0.36274 0.48
H -1.20542 -1.72044 1.84528 0.36
H -2.11289 0.16114 -1.72620 0.40
H -0.33236 0.14820 -1.59643 0.09
H -1.49349 -1.41039 -1.93576 0.33
H -1.84189 0.50893 1.87783 0.40
H -1.06221 1.57827 0.58954 0.10
H -2.74314 0.99424 0.38287 0.35

b.
21
Properties=species:S:1:pos:R:3:mulliken_charge:R:1 method="wB97M-V/def2-TZVPD" smiles="CCC(C)=O.NC(N)=O"
C 1.11049 0.10383 -1.26509 -1.04
C 1.79881 0.80654 -0.10253 -0.42
C 0.88598 1.08385 1.07031 0.72
C 1.55659 1.72349 2.26304 -1.25
O -0.28539 0.78056 1.08667 -0.52
H 1.78655 0.02624 -2.11420 0.42
H 0.22772 0.65732 -1.57961 0.26
H 0.82151 -0.90581 -0.98180 0.15
H 2.63995 0.20920 0.26103 0.30
H 2.21854 1.76586 -0.42290 0.34
H 2.23804 1.00340 2.71818 0.31
H 0.81334 2.02948 2.99405 0.34
H 2.15300 2.58321 1.95869 0.34
N -2.64744 -1.70552 -1.85278 -0.47
C -1.74114 -1.80055 -0.83945 0.58
N -2.33435 -1.03236 0.20596 -0.62
O -0.87066 -2.62848 -0.69572 -0.61
H -2.62497 -2.43078 -2.55269 0.25
H -3.42096 -1.14042 -1.30986 0.33
H -1.86644 -1.09280 1.10080 0.26
H -2.45916 -0.03626 0.05790 0.29

c.
21
Properties=species:S:1:pos:R:3:mulliken_charge:R:1 method="wB97M-V/def2-TZVPD" smiles="CCC(N)=O.CC(N)=O"
C 2.46920 -1.08627 2.23304 -1.08
C 1.09529 -0.79530 1.62950 -0.55
C 1.17629 0.23138 0.52879 0.59
N 1.87320 -0.17711 -0.57015 -0.36
O 0.76947 1.37686 0.62341 -0.67
H 2.95296 -0.13034 2.42277 0.31
H 3.09540 -1.75489 1.63481 0.30
H 2.35882 -1.67884 3.14780 0.36
H 0.56011 -1.64268 1.26606 0.37
H 0.40560 -0.45058 2.38942 0.30
H 2.03061 0.47271 -1.31845 0.24
H 2.17668 -1.12945 -0.65364 0.19
C -2.18803 1.35743 -0.43275 -1.00
C -1.85107 0.05571 -1.09970 0.66
N -2.19181 -0.07681 -2.41565 -0.45
O -1.33967 -0.87099 -0.49440 -0.59
H -2.35592 1.11807 0.60978 0.27
H -3.06301 1.85448 -0.85449 0.40
H -1.33584 2.02670 -0.55760 0.28
H -1.73214 -0.69169 -3.06572 0.23
H -2.50372 0.76426 -2.87946 0.20

d.
Formula: C5H12N2O2
Source: OMol25
Level of theory: ωB97M-V/def2-TZVPD

The geometry in XYZ format:
```
21
Properties=species:S:1:pos:R:3:mulliken_charge:R:1
C 2.34019 -0.38191 -0.29637 0.56
C 1.63899 0.89319 0.04022 -0.86
N 1.62419 -1.42107 -0.71615 -0.23
O 3.61782 -0.49702 -0.35408 -0.24
O 4.02666 0.13447 0.89553 -0.64
H 2.11396 -2.27601 -0.92722 0.24
H 0.60186 -1.38635 -0.76408 0.35
H 1.12972 0.80218 0.99955 0.24
H 0.89570 1.12379 -0.72530 0.33
H 2.38385 1.68005 0.11844 0.40
C -2.11508 1.55257 0.07126 -1.09
N -1.32886 -1.32883 -0.67049 -0.63
C -1.62296 -0.86687 0.63331 -0.28
C -1.91675 0.38251 0.98497 -0.06
H -1.66866 -2.26771 -0.83793 0.24
H -1.66164 -0.71031 -1.39989 0.13
H -1.49671 -1.62890 1.39196 0.34
H -2.05529 0.57612 2.04074 0.35
H -2.12714 1.27572 -0.98397 0.29
H -3.05946 2.05419 0.29204 0.34
H -1.32039 2.29019 0.20746 0.24
```

Energy relative to the most stable one, in kcal/mol: a 150.9; b 23.7; c 0.0; d 122.6